The following is a quantum chemistry calculation of a 11-piece molecular cluster, C38H99O12P overall, from the Open Molecules 2025 dataset.

Geometry (Å):
C  -0.1758  2.5043  1.3164
C  1.0495  1.8395  0.6803
P  2.3269  1.5272  1.9703
C  3.3544  3.0576  1.7908
C  4.1414  3.3013  0.5032
C  3.4613  0.2346  1.1772
C  3.7280  -0.9678  2.1088
O  5.0473  -1.0389  2.6254
C  5.3641  0.0507  3.4615
O  2.8985  -0.2286  -0.0479
C  3.8433  -0.5087  -1.0610
H  -0.9731  2.6230  0.5840
H  0.0941  3.4952  1.6876
H  -0.5486  1.9179  2.1551
H  0.8001  0.8800  0.2384
H  1.4333  2.4753  -0.1191
H  4.0267  3.0881  2.6526
H  2.6482  3.8789  1.9474
H  4.9912  2.6237  0.4286
H  4.5412  4.3141  0.5069
H  3.5190  3.1748  -0.3821
H  4.4152  0.7193  0.9668
H  3.5670  -1.8682  1.5196
H  3.0058  -0.9839  2.9305
H  6.2499  -0.2187  4.0336
H  5.5875  0.9605  2.8904
H  4.5408  0.2674  4.1525
H  4.3204  -1.4846  -0.9064
H  3.3154  -0.5190  -2.0137
H  4.6281  0.2502  -1.1019
C  2.8286  -5.2138  2.8376
C  1.5495  -4.4433  3.1189
C  0.3112  -5.2982  2.8945
O  1.4855  -3.2529  2.3397
H  2.8527  -5.5333  1.7915
H  3.6976  -4.5790  3.0177
H  2.8980  -6.1049  3.4620
H  1.5596  -4.0899  4.1531
H  0.2693  -5.6276  1.8525
H  -0.5930  -4.7290  3.1114
H  0.3287  -6.1836  3.5334
H  1.4648  -3.4998  1.4026
C  2.0822  -10.2917  5.5626
C  2.5891  -8.8778  5.3310
C  2.0057  -7.8912  6.3302
O  2.3286  -8.4542  3.9934
H  0.9947  -10.3240  5.4488
H  2.5213  -10.9787  4.8399
H  2.3262  -10.6381  6.5677
H  3.6784  -8.8673  5.4068
H  0.9162  -7.8604  6.2350
H  2.3920  -6.8882  6.1488
H  2.2462  -8.1774  7.3550
H  1.3726  -8.4437  3.8654
C  -4.2676  4.6119  -1.6917
C  -2.9540  3.9166  -1.3678
C  -2.1032  3.7207  -2.6108
O  -3.1997  2.6646  -0.7288
H  -4.8421  4.0076  -2.4001
H  -4.8651  4.7441  -0.7898
H  -4.0961  5.5901  -2.1446
H  -2.4027  4.5025  -0.6288
H  -2.6356  3.0992  -3.3348
H  -1.1618  3.2293  -2.3619
H  -1.8789  4.6775  -3.0871
H  -3.6871  2.1152  -1.3540
C  -0.3970  -2.9356  -2.7021
C  -0.1424  -3.0716  -1.2129
C  -0.1720  -1.7305  -0.5104
O  1.0991  -3.7396  -0.9419
H  0.3843  -2.3213  -3.1605
H  -0.3936  -3.9102  -3.1907
H  -1.3597  -2.4534  -2.8805
H  -0.8969  -3.7278  -0.7725
H  0.6050  -1.0707  -0.9062
H  0.0226  -1.8691  0.5548
H  -1.1355  -1.2300  -0.6244
H  1.8078  -3.1866  -1.2934
C  -4.6992  5.0121  -6.4707
C  -3.3893  4.2840  -6.2188
C  -2.5546  4.1475  -7.4808
O  -3.6248  3.0066  -5.6245
H  -5.3051  4.4586  -7.1942
H  -5.2696  5.1044  -5.5464
H  -4.5238  6.0105  -6.8734
H  -2.8158  4.8257  -5.4637
H  -3.0999  3.5697  -8.2327
H  -1.6192  3.6317  -7.2664
H  -2.3254  5.1244  -7.9080
H  -4.1302  2.4763  -6.2519
C  7.4189  -0.6831  0.2866
C  7.5376  -1.1810  -1.1425
C  8.9180  -1.7381  -1.4477
O  7.1873  -0.1519  -2.0718
H  8.1332  0.1286  0.4607
H  6.4171  -0.3081  0.4823
H  7.6207  -1.4773  1.0057
H  6.7916  -1.9602  -1.3145
H  9.6744  -0.9580  -1.3200
H  8.9686  -2.0979  -2.4751
H  9.1661  -2.5609  -0.7760
H  7.8183  0.5692  -1.9627
C  -5.5602  -2.8330  -0.7645
C  -4.2962  -2.0622  -1.1080
C  -4.2700  -0.6863  -0.4709
O  -4.1372  -1.9653  -2.5264
H  -6.4359  -2.2951  -1.1385
H  -5.5423  -3.8211  -1.2246
H  -5.6680  -2.9474  0.3151
H  -3.4245  -2.6289  -0.7690
H  -5.1142  -0.0897  -0.8307
H  -3.3442  -0.1747  -0.7366
H  -4.3408  -0.7365  0.6141
H  -4.8933  -1.4628  -2.8649
C  -6.8931  1.6189  3.9670
C  -6.4749  0.2015  3.6111
C  -5.9245  -0.5500  4.8123
O  -5.5361  0.2036  2.5373
H  -6.0303  2.1850  4.3298
H  -7.2926  2.1303  3.0917
H  -7.6520  1.6212  4.7507
H  -7.3359  -0.3385  3.2113
H  -5.0355  -0.0427  5.1981
H  -5.6425  -1.5646  4.5322
H  -6.6597  -0.6009  5.6166
H  -4.7469  0.6752  2.8300
C  -5.3977  -0.9030  -5.8293
C  -6.6941  -0.4440  -5.1901
C  -7.3700  0.6772  -5.9586
O  -6.4493  -0.0627  -3.8297
H  -4.6812  -0.0762  -5.8592
H  -4.9671  -1.7014  -5.2242
H  -5.5277  -1.2727  -6.8469
H  -7.3771  -1.2918  -5.1089
H  -6.7117  1.5501  -6.0081
H  -8.2958  0.9763  -5.4681
H  -7.5986  0.3686  -6.9794
H  -5.8522  0.6956  -3.8403
C  4.5083  7.1682  3.0276
C  4.9815  7.4386  1.6086
C  5.0994  8.9251  1.3160
O  4.1288  6.7968  0.6610
H  3.5162  7.6024  3.1823
H  4.4425  6.0957  3.2109
H  5.1861  7.6073  3.7608
H  5.9530  6.9631  1.4565
H  4.1239  9.4080  1.4245
H  5.4494  9.0879  0.2971
H  5.7928  9.4083  2.0055
H  3.2462  7.1754  0.7475

The highest occupied orbital energy comes out at -7.9762 eV. Its energy above the lowest of the compared OMol25 structures with the same formula, charge and spin is 0.0 kJ/mol. Its LUMO energy is 0.6 eV. The SMILES is CCP(CC)[C@@H](COC)OC.CC(C)O.CC(C)O.CC(C)O.CC(C)O.CC(C)O.CC(C)O.CC(C)O.CC(C)O.CC(C)O.CC(C)O. The value obtained for the orbital gap is 0.315 Eh. The total energy comes out at -74869.2574 eV.